1.
# C24H28N4O4S

An isolated molecule of C24H28N4O4S (ωB97M-V/def2-TZVPD, the Open Molecules 2025 dataset).

The calculation puts the molar mass at 468.58 u. The calculation puts the gap between HOMO and LUMO at 8.04 eV. The calculation puts the lowest unoccupied orbital energy at 0.2 eV. As for the total charge: 0. Its SMILES is CCOc1ccc(NC(=O)CSc2nc3nc4c(cc3c(=O)n2CC)COC(C)(C)C4)cc1.

Geometry as XYZ:
```
61
C24H28N4O4S (ωB97M-V/def2-TZVPD)
C -3.126 0.132 2.505
C -3.240 1.645 2.671
O -2.819 2.355 1.524
C -1.489 2.451 1.234
C -1.185 3.054 0.013
C 0.116 3.183 -0.416
C 1.155 2.707 0.377
N 2.493 2.723 -0.056
C 2.868 2.550 -1.354
O 2.232 2.880 -2.322
C 4.284 2.003 -1.547
S 4.854 0.754 -0.361
C 3.429 -0.269 -0.213
N 2.377 0.114 -0.837
C 1.204 -0.538 -0.605
N 0.112 -0.040 -1.170
C -1.050 -0.608 -0.922
C -1.189 -1.759 -0.123
C -0.058 -2.284 0.466
C 1.171 -1.661 0.249
C 2.391 -2.140 0.876
O 2.479 -3.115 1.592
N 3.520 -1.346 0.612
C 4.781 -1.749 1.213
C 5.616 -2.580 0.246
C -2.535 -2.410 0.039
O -3.615 -1.613 -0.373
C -3.436 -0.947 -1.624
C -3.184 -1.936 -2.767
C -4.742 -0.188 -1.861
C -2.264 0.040 -1.504
C 0.862 2.145 1.611
C -0.446 2.014 2.043
H -3.524 -0.362 3.387
H -2.088 -0.166 2.373
H -3.688 -0.192 1.633
H -4.290 1.926 2.790
H -2.692 1.985 3.559
H -2.000 3.414 -0.596
H 0.333 3.620 -1.375
H 3.151 2.398 0.642
H 4.338 1.575 -2.548
H 5.011 2.813 -1.465
H -0.099 -3.159 1.099
H 5.325 -0.853 1.522
H 4.527 -2.347 2.091
H 6.543 -2.875 0.728
H 5.855 -2.007 -0.647
H 5.070 -3.475 -0.041
H -2.528 -3.367 -0.510
H -2.724 -2.636 1.093
H -2.187 -2.366 -2.703
H -3.270 -1.419 -3.719
H -3.920 -2.736 -2.736
H -4.664 0.423 -2.755
H -5.562 -0.892 -1.977
H -4.954 0.451 -1.009
H -2.551 0.855 -0.835
H -2.010 0.480 -2.468
H 1.662 1.782 2.243
H -0.630 1.563 3.005
```

2.
# C24H28N6O5

An isolated molecule of C24H28N6O5 (ωB97M-V/def2-TZVPD, the Open Molecules 2025 dataset).

The calculation puts the molar mass at 480.52 u. The calculation puts the gap between HOMO and LUMO at 8.72 eV. The calculation puts the lowest unoccupied orbital energy at 0.6 eV. As for the total charge: 0. Its SMILES is Cc1ccc(-c2nnn(CC(=O)N(Cc3ccco3)[C@H](C(=O)NC(C)(C)C)c3ccc(C)o3)n2)o1.

Geometry as XYZ:
```
63
C24H28N6O5 (ωB97M-V/def2-TZVPD)
C -7.655 -1.318 0.508
C -6.927 -0.160 -0.074
C -7.339 0.838 -0.915
C -6.217 1.663 -1.135
C -5.194 1.108 -0.409
C -3.837 1.540 -0.275
N -3.347 2.639 -0.895
N -2.115 2.731 -0.555
N -1.856 1.731 0.248
C -0.565 1.466 0.795
C 0.129 0.391 -0.053
O -0.432 -0.112 -1.009
N 1.373 0.049 0.326
C 2.023 0.495 1.546
C 2.636 1.853 1.412
C 2.334 3.048 2.002
C 3.258 3.989 1.487
C 4.046 3.298 0.621
O 3.679 2.010 0.572
C 2.070 -0.959 -0.496
C 1.730 -2.323 0.147
O 2.443 -2.847 0.979
N 0.545 -2.782 -0.274
C -0.158 -3.945 0.276
C -0.443 -3.708 1.762
C -1.466 -4.079 -0.500
C 0.708 -5.192 0.089
C 3.527 -0.685 -0.618
C 4.617 -1.060 0.110
C 5.733 -0.451 -0.513
C 5.247 0.256 -1.572
C 5.925 1.094 -2.597
O 3.909 0.113 -1.645
N -2.895 0.955 0.460
O -5.627 0.000 0.235
H -7.187 -2.252 0.202
H -7.630 -1.272 1.596
H -8.687 -1.308 0.173
H -8.320 0.964 -1.323
H -6.153 2.544 -1.739
H -0.693 1.108 1.820
H 0.013 2.391 0.779
H 1.314 0.504 2.376
H 2.804 -0.238 1.767
H 1.565 3.233 2.724
H 3.319 5.030 1.730
H 4.871 3.597 0.005
H 1.627 -0.891 -1.496
H -0.003 -2.181 -0.878
H -0.970 -4.559 2.183
H -1.056 -2.818 1.889
H 0.492 -3.574 2.299
H -1.267 -4.237 -1.558
H -2.037 -4.924 -0.126
H -2.068 -3.179 -0.389
H 0.196 -6.065 0.483
H 1.651 -5.068 0.614
H 0.916 -5.351 -0.967
H 4.623 -1.711 0.959
H 6.757 -0.528 -0.208
H 5.415 2.050 -2.698
H 5.904 0.600 -3.568
H 6.958 1.262 -2.310
```

3.
# C24H28N6ORu

C24H28N6ORu as an isolated structure (ωB97M-V/def2-TZVPD, the Open Molecules 2025 dataset).

The calculation puts the molar mass at 517.60 u. The spin multiplicity is 2. The calculation puts the gap between HOMO and LUMO (alpha / beta) at 7.11 / 5.81 eV. The calculation puts the lowest unoccupied orbital energy (alpha / beta) at -10.0 / -11.3 eV. As for the expectation value of S²: 0.76. As for the total charge: +3.

Geometry as XYZ:
```
60
C24H28N6ORu (ωB97M-V/def2-TZVPD)
Ru 0.078 0.611 -0.487
C -0.805 1.581 2.108
C 0.393 2.518 2.171
C 1.709 1.946 1.706
C 2.883 2.278 2.363
C 4.094 1.777 1.919
C 4.113 0.929 0.816
C 2.917 0.625 0.214
N 1.737 1.126 0.638
N -1.353 1.399 0.728
C -1.893 2.695 0.178
C -0.921 3.326 -0.772
C -1.000 4.635 -1.201
C -0.071 5.091 -2.127
C 0.919 4.229 -2.590
C 0.947 2.940 -2.110
N 0.035 2.495 -1.224
C -2.460 0.392 0.741
C -2.744 -0.002 -0.683
C -3.980 -0.382 -1.159
C -4.095 -0.754 -2.495
C -2.972 -0.731 -3.310
C -1.764 -0.339 -2.767
N -1.657 0.023 -1.480
H -1.612 1.970 2.734
H -0.541 0.591 2.481
H 0.509 2.819 3.212
H 0.193 3.447 1.628
H 2.842 2.931 3.225
H 5.013 2.037 2.429
H 5.034 0.511 0.436
H 2.879 -0.045 -0.640
H -2.144 3.360 1.005
H -2.820 2.482 -0.357
H -1.775 5.288 -0.821
H -0.114 6.113 -2.480
H 1.659 4.554 -3.307
H 1.705 2.232 -2.425
H -3.338 0.810 1.238
H -2.120 -0.470 1.317
H -4.840 -0.389 -0.503
H -5.055 -1.055 -2.894
H -3.025 -1.010 -4.352
H -0.860 -0.309 -3.362
N 0.299 -1.342 0.072
C 0.450 -2.447 0.426
N 0.614 -3.655 0.800
C 1.889 -4.134 1.412
C 2.308 -5.412 0.701
O 1.261 -6.353 0.738
C 0.137 -5.916 0.013
C -0.462 -4.681 0.669
H 1.686 -4.332 2.466
H 2.640 -3.352 1.323
H 3.160 -5.850 1.217
H 2.596 -5.196 -0.336
H -0.594 -6.722 0.027
H 0.407 -5.703 -1.028
H -0.811 -4.914 1.676
H -1.278 -4.263 0.082
```

4.
# C24H28NO3

An isolated ion of composition C24H28NO3 and charge +1 (ωB97M-V/def2-TZVPD, the Open Molecules 2025 dataset).

The calculation puts the molar mass at 378.49 u. The calculation puts the gap between HOMO and LUMO at 6.30 eV. The calculation puts the lowest unoccupied orbital energy at -4.2 eV. As for the total charge: +1. Its SMILES is C[C@@H](C=[N+]1CCOCC1)C(c1ccc2c(c1)CCO2)c1ccc2c(c1)CCO2.

Geometry as XYZ:
```
56
C24H28NO3 (ωB97M-V/def2-TZVPD)
C 3.425 2.744 1.188
C 2.110 2.020 1.094
C 1.180 2.579 0.131
N -0.143 2.722 0.228
C -0.883 2.897 -1.059
C -2.358 3.225 -0.913
O -2.954 2.533 0.185
C -2.334 2.835 1.468
C -0.840 2.502 1.490
C 2.494 0.252 1.103
C 2.339 -0.294 -0.260
C 3.460 -0.531 -1.075
C 3.362 -1.019 -2.354
C 2.063 -1.315 -2.817
C 0.908 -1.098 -2.019
C 1.021 -0.606 -0.729
C -0.293 -1.479 -2.850
C 0.342 -1.878 -4.186
O 1.798 -1.755 -4.077
C 3.687 -0.123 1.909
C 4.666 -1.091 1.550
C 5.833 -1.275 2.251
C 5.959 -0.590 3.469
C 4.907 0.243 3.955
C 3.738 0.407 3.239
C 5.362 0.860 5.244
C 6.814 0.343 5.359
O 7.096 -0.534 4.220
H 3.655 2.884 2.271
H 4.323 2.230 0.749
H 3.331 3.768 0.705
H 1.638 1.804 2.090
H 1.636 2.885 -0.825
H -0.374 3.678 -1.660
H -0.815 1.949 -1.628
H -2.487 4.327 -0.820
H -2.910 2.844 -1.776
H -2.496 3.912 1.723
H -2.866 2.172 2.155
H -0.753 1.444 1.772
H -0.366 3.103 2.275
H 1.549 0.206 1.716
H 4.472 -0.380 -0.685
H 4.219 -1.229 -2.976
H 0.131 -0.527 -0.089
H -0.963 -0.626 -2.952
H -0.867 -2.291 -2.407
H 0.083 -2.905 -4.459
H -0.019 -1.241 -5.004
H 4.512 -1.717 0.665
H 6.618 -1.966 1.933
H 2.909 0.955 3.697
H 5.309 1.944 5.149
H 4.737 0.567 6.086
H 6.944 -0.198 6.303
H 7.517 1.182 5.366
```

Summary of DFT total energy in eV
-50329.9681; -44519.3775; -38887.9961; -32965.6394
(order as listed above)
Summary of strongest force on any atom in eV/A
1.08; 1.37; 0.18; 2.54
(order as listed above)